55
Properties=species:S:1:pos:R:3 method="wB97M-V/def2-TZVPD" total_energy_ev=-172374.9444 e_homo_ha=-0.28845 fmax_ev_per_a=1.1 homo_lumo_gap_ev=7.09
Cu -0.339 0.536 -0.015
Se 0.147 5.658 5.918
N 0.110 3.864 5.838
C -0.053 3.546 4.587
C -0.125 2.161 4.105
C -0.025 1.064 4.957
C -0.091 -0.204 4.419
C -0.242 -0.335 3.040
N -0.338 0.705 2.228
C -0.289 1.930 2.744
C -0.430 3.053 1.785
N -0.631 2.731 0.503
C -0.768 3.709 -0.380
C -0.712 5.058 -0.038
C -0.503 5.392 1.283
C -0.363 4.373 2.219
C -0.159 4.643 3.649
N -0.079 5.842 4.145
H 0.104 1.228 6.018
H -0.020 -1.085 5.041
H -0.272 -1.311 2.568
H -0.927 3.402 -1.406
H -0.828 5.814 -0.801
H -0.447 6.423 1.608
O 1.296 -2.393 -0.614
C 1.953 -1.360 -0.671
N 1.351 -0.132 -0.796
S 2.156 1.224 -0.464
O 3.595 0.923 -1.335
O 2.614 1.273 0.930
C 4.190 -0.264 -1.032
C 5.578 -0.329 -1.082
C 6.212 -1.525 -0.801
C 5.479 -2.660 -0.466
C 4.100 -2.587 -0.422
C 3.440 -1.394 -0.705
H 6.133 0.565 -1.331
H 7.293 -1.571 -0.835
H 5.985 -3.589 -0.241
H 3.495 -3.450 -0.176
C -1.730 -3.305 -0.036
N -1.567 -2.599 -1.285
C -0.915 -3.228 -2.425
C -0.823 -2.085 -3.459
N -1.476 -0.992 -2.755
C -1.825 -1.315 -1.500
S -2.473 -0.214 -0.362
H -0.752 -3.504 0.397
H -2.265 -4.241 -0.210
H -2.307 -2.681 0.642
H -1.512 -4.068 -2.785
H 0.067 -3.597 -2.124
H -1.344 -2.325 -4.386
H 0.213 -1.837 -3.691
H -1.525 -0.041 -3.065